A molecular structure, C30H72MnO17P at a distorted geometry. Source: the OMol25 dataset; level of theory: the ωB97M-V functional and the def2-TZVPD basis.

Calculated values
- energy relative to the best compared isomer or geometry (same formula, charge and spin) (kJ/mol) = 122.3
- charge = +1
- HOMO (alpha / beta) (eV) = -10.9 / -10.9
- multiplicity = 6
- LUMO (alpha / beta) (eV) = -5.150 / -5.280

Each line ends with the Mulliken spin population.
CARTESIAN COORDINATES (ANGSTROEM)
1 Mn 2.774 -1.521 -2.507  4.87
2 O 1.195 -0.796 -1.608  0.01
3 H 0.322 -1.024 -1.304  0.04
4 C -2.720 -0.693 1.034  0.00
5 O -3.980 -0.827 0.447  0.00
6 C -5.108 -0.540 1.276  0.00
7 C -5.229 0.927 1.623  0.00
8 O -5.304 1.694 0.429  0.00
9 C -5.282 3.075 0.707  0.00
10 C -6.576 3.586 1.347  0.00
11 O -6.748 4.941 1.648  0.00
12 C -5.690 5.466 2.430  0.00
13 H -1.983 -0.802 0.238  0.00
14 H -2.552 -1.459 1.803  0.00
15 H -2.526 0.256 1.552  0.00
16 H -5.065 -1.208 2.141  0.00
17 H -5.956 -0.835 0.659  0.00
18 H -4.429 1.244 2.294  0.00
19 H -6.201 0.963 2.124  0.00
20 H -5.117 3.626 -0.228  0.00
21 H -4.352 3.359 1.223  0.00
22 H -6.702 3.029 2.288  0.00
23 H -7.379 3.180 0.728  0.00
24 H -5.890 6.533 2.487  0.00
25 H -4.706 5.336 1.973  0.00
26 H -5.664 5.012 3.425  0.00
27 C -0.053 -6.919 3.012  0.00
28 O 1.266 -6.994 2.522  0.00
29 C 1.351 -6.669 1.157  0.00
30 C 0.590 -5.435 0.677  0.00
31 O 1.064 -4.318 1.380  0.00
32 C 0.771 -3.082 0.798  -0.03
33 C 0.908 -1.859 1.682  0.00
34 O 0.053 -1.774 2.794  0.00
35 C 0.349 -2.770 3.769  0.00
36 H -0.452 -5.904 3.016  0.00
37 H -0.077 -7.260 4.048  0.00
38 H -0.723 -7.620 2.500  0.00
39 H 1.077 -7.577 0.605  0.00
40 H 2.389 -6.478 0.866  0.00
41 H -0.490 -5.586 0.812  0.00
42 H 0.663 -5.284 -0.410  0.00
43 H -0.262 -3.079 0.396  0.00
44 H 1.308 -2.958 -0.153  0.03
45 H 0.752 -0.977 1.063  0.00
46 H 1.946 -1.847 2.057  0.00
47 H 1.399 -2.703 4.068  0.00
48 H 0.141 -3.780 3.422  0.00
49 H -0.282 -2.598 4.639  0.00
50 C 0.086 2.290 -5.761  0.00
51 O -0.624 2.179 -4.540  0.00
52 C -0.282 1.049 -3.772  0.01
53 C -0.961 -0.235 -4.309  0.00
54 O -2.335 -0.184 -4.215  0.00
55 C -2.832 -0.529 -2.925  0.00
56 C -4.319 -0.830 -2.944  0.00
57 O -4.672 -2.116 -3.376  0.00
58 C -4.360 -2.402 -4.715  0.00
59 H -0.125 1.473 -6.451  0.00
60 H 1.168 2.359 -5.594  0.00
61 H -0.221 3.242 -6.186  0.00
62 H -0.718 1.268 -2.791  0.00
63 H 0.797 1.021 -3.572  0.02
64 H -0.560 -1.196 -3.959  0.01
65 H -0.574 -0.153 -5.333  0.00
66 H -2.634 0.303 -2.239  0.00
67 H -2.234 -1.381 -2.568  0.00
68 H -4.722 -0.109 -3.673  0.00
69 H -4.790 -0.575 -2.001  0.00
70 H -3.288 -2.329 -4.931  0.00
71 H -4.834 -1.681 -5.391  0.00
72 H -4.695 -3.411 -4.935  0.00
73 C 4.087 -3.971 -0.675  0.00
74 O 3.701 -2.587 -0.735  0.00
75 C 4.657 -1.711 -0.143  -0.01
76 C 4.120 -0.298 -0.284  -0.03
77 O 4.052 0.013 -1.681  0.02
78 C 3.593 1.336 -1.945  0.02
79 C 3.733 1.783 -3.404  0.01
80 O 5.078 2.005 -3.775  0.00
81 C 5.864 0.846 -3.949  0.00
82 H 4.494 -4.202 0.308  0.00
83 H 4.777 -4.240 -1.474  0.00
84 H 3.180 -4.569 -0.760  0.00
85 H 5.652 -1.802 -0.587  -0.01
86 H 4.718 -1.906 0.932  0.00
87 H 4.756 0.440 0.212  0.01
88 H 3.142 -0.204 0.200  0.03
89 H 4.122 2.102 -1.379  0.00
90 H 2.519 1.448 -1.750  -0.02
91 H 3.220 2.731 -3.561  0.00
92 H 3.242 1.108 -4.126  -0.01
93 H 5.286 0.055 -4.451  0.00
94 H 6.157 0.449 -2.975  0.00
95 H 6.738 1.040 -4.561  0.00
96 C 0.584 0.412 5.168  0.00
97 C 0.385 1.631 4.289  0.00
98 O 1.657 2.272 4.103  0.00
99 P 1.694 3.654 3.313  0.00
100 O 0.979 4.771 3.937  0.00
101 O 1.095 3.312 1.874  0.00
102 C 1.439 2.205 1.047  0.00
103 C 0.265 1.905 0.135  -0.01
104 O 3.249 3.841 3.067  0.00
105 C 3.708 5.065 2.483  0.00
106 C 3.923 4.939 0.990  0.00
107 H 1.583 -0.003 5.051  0.00
108 H 0.301 0.579 6.206  0.00
109 H -0.110 -0.339 4.788  0.00
110 H -0.022 1.303 3.327  0.00
111 H -0.299 2.352 4.742  0.00
112 H 2.332 2.460 0.471  0.00
113 H 1.638 1.318 1.660  0.00
114 H 0.552 1.034 -0.466  0.02
115 H -0.674 1.721 0.651  0.00
116 H 0.088 2.740 -0.545  0.00
117 H 3.016 5.881 2.701  0.00
118 H 4.653 5.310 2.971  0.00
119 H 4.569 5.729 0.608  0.00
120 H 4.446 4.008 0.749  0.00
121 H 2.961 4.929 0.475  0.00